Below is an isolated molecule of C18H21ClN2O4S in a non-equilibrium geometry, with properties calculated with ωB97M-V/def2-TZVPD.

Molar mass, g mol⁻¹: 396.896
Structure (SMILES): Cc1cc(OCc2nnc(SCC(=O)OC3CCCCC3)o2)ccc1Cl
Multiplicity: 1
HOMO-LUMO gap, eV: 8.49
E_LUMO, eV: 0.1

Atoms and positions in Å:
C 5.345 2.219 0.862
C 5.229 0.800 0.324
C 4.154 0.161 0.766
C 3.836 -1.268 0.346
O 2.689 -1.835 0.805
C 1.634 -1.377 1.477
C 1.047 -0.534 0.787
N 0.766 -0.135 -0.313
N 0.097 0.937 -0.635
C -0.050 1.453 0.799
S -0.672 2.817 1.166
C -1.536 3.310 -0.391
C -2.682 2.481 -0.707
O -3.443 2.658 -1.829
O -2.827 1.483 0.134
C -3.667 0.466 -0.268
C -3.185 -0.484 -1.272
C -4.076 -1.529 -1.939
C -4.201 -2.485 -0.430
C -4.818 -1.798 0.688
C -3.839 -0.288 0.922
O 0.670 0.637 1.787
C 4.697 -1.998 -0.676
C 5.698 -1.191 -0.940
C 5.859 0.074 -0.402
Cl 7.287 1.105 -1.297
H 6.164 2.376 1.182
H 5.438 2.827 -0.092
H 4.608 2.419 1.523
H 3.280 0.407 1.523
H 0.899 -2.222 2.005
H 2.024 -1.154 2.574
H -0.642 3.395 -1.322
H -1.974 4.519 -0.314
H -4.613 0.875 -0.630
H -2.109 -0.899 -1.330
H -3.006 0.083 -2.085
H -3.697 -2.404 -2.477
H -4.992 -1.110 -2.007
H -4.950 -3.286 -0.589
H -3.356 -3.069 -0.127
H -4.950 -2.079 1.557
H -5.836 -1.246 0.269
H -4.351 0.166 1.846
H -2.874 -0.869 1.360
H 4.534 -2.881 -0.850
H 6.391 -1.527 -1.782

Cartesian forces, eV/Å:
-6.5 -2.4 -8.7
-5.3 8.0 7.8
-7.5 -7.3 2.2
0.9 3.0 -0.5
3.1 -4.6 -2.3
5.5 -10.2 11.7
-7.0 12.4 -2.4
0.7 -3.4 -4.8
-0.7 2.2 6.5
5.0 -7.4 -3.1
-2.9 6.1 1.8
2.7 4.7 -1.7
-4.2 -0.2 -6.9
4.3 -0.9 6.6
1.2 1.9 -1.2
-2.2 -1.7 0.5
4.0 -1.7 -4.0
2.5 -3.6 7.5
-2.6 -1.9 -2.3
0.2 10.4 -9.2
-1.7 -6.0 6.1
-3.6 2.6 -4.5
-3.0 10.4 7.1
3.7 0.1 -3.5
9.7 -4.0 -9.6
-1.0 -1.3 0.8
10.9 1.7 4.9
-1.0 -0.1 1.1
-2.5 0.9 1.7
2.4 0.6 -1.5
1.6 0.9 -2.2
-0.9 1.1 -1.9
-3.0 -0.6 2.7
1.5 -3.6 0.2
-0.1 0.2 0.0
-1.4 0.4 1.8
0.6 2.9 -3.0
0.1 1.4 -0.9
-3.2 0.6 -1.3
0.3 -0.1 -0.7
1.3 0.3 -0.3
-1.1 -3.6 8.3
2.1 -1.7 1.2
0.8 -0.1 -1.6
-1.6 1.9 -1.3
-1.6 -9.2 -2.5
-0.6 0.7 1.5